(1)
{"formula": "C3H3N3O2", "method": "ωB97M-V with the def2-TZVPD basis set", "elements": ["O", "C", "N", "N", "C", "N", "C", "O", "H", "H", "H"], "coordinates": [[2.217056, 1.469518, 0.602042], [1.164811, 1.308964, 0.100674], [0.245920, 0.280910, 0.445283], [-0.853644, 0.300351, -0.385704], [-1.262370, -0.953532, -0.566808], [-0.380143, -1.942120, -0.118506], [0.474671, -1.044342, 0.707422], [1.452856, -1.393815, 1.401257], [0.875548, 1.924634, -0.820401], [-1.633777, 1.030354, -0.313089], [-2.300928, -0.980922, -1.052171]], "atomic_forces_ev_per_a": [[0.7, 0.1, 0.8], [0.5, 0.1, -1.3], [-1.5, 2.3, -0.9], [-2.7, 1.7, -0.4], [0.7, -3.1, 0.0], [-2.5, 5.3, 0.5], [4.5, -4.3, 1.0], [-3.1, 0.8, -1.8], [-0.4, -0.8, 1.1], [2.0, -1.1, 0.3], [1.8, -0.9, 0.6]], "lowdin_charge": [0.125, -0.254, 0.010, 0.001, -0.146, 0.155, -0.456, 0.057, 0.159, 0.197, 0.152], "orbital_gap_ev": 10.01, "energy_ev": -11722.709, "total_charge": 0, "e_homo_ev": -9.9, "smiles": "O=Cn1[nH]cnc1=O", "de_lowest_ev": 3.248, "multiplicity": 1}

---

(2)
{"formula": "C18H24BaN2O4", "method": "ωB97M-V with the def2-TZVPD basis set", "elements": ["C", "C", "H", "H", "C", "C", "H", "H", "C", "H", "H", "H", "C", "H", "H", "H", "Ba", "O", "C", "O", "C", "O", "N", "C", "C", "H", "H", "H", "H", "C", "C", "H", "H", "H", "O", "C", "C", "C", "C", "C", "C", "N", "H", "H", "H", "H", "H", "H", "H"], "coordinates": [[-1.070678, -2.549490, -4.692157], [-1.784849, -1.385569, -4.783716], [-1.446863, -3.254956, -4.044420], [-0.049081, -2.607733, -4.550821], [-2.207603, -0.108208, -4.429700], [-2.312948, 0.712251, -3.286937], [-2.393267, 0.429600, -2.237563], [-1.560221, 1.595668, -3.329484], [-2.233995, -1.905694, -6.100616], [-1.938930, -2.935247, -6.317395], [-1.811811, -1.319554, -6.914964], [-3.323476, -1.915553, -6.111273], [-2.807526, 0.730029, -5.523550], [-3.757664, 0.251241, -5.728160], [-2.168307, 0.711920, -6.390806], [-3.007997, 1.747373, -5.219530], [-1.015725, 0.135765, 2.689702], [0.269565, -0.589536, 0.851648], [1.101103, -0.334087, -0.103056], [0.599047, 1.835647, 1.711106], [1.293588, 1.896506, 0.676412], [2.118562, 2.892532, 0.458862], [1.336802, 0.989445, -0.375971], [2.718309, 2.754396, -0.863640], [1.962897, 1.657293, -1.559611], [3.762669, 2.463552, -0.745951], [2.636594, 3.732561, -1.336216], [2.554866, 0.927943, -2.109957], [1.205870, 2.111352, -2.229506], [1.380332, -1.583678, -0.809138], [0.419195, -2.616337, -0.599453], [1.284493, -1.291184, -1.905906], [-0.323245, -1.880965, -0.991454], [0.170212, -3.411054, -1.236550], [1.310953, -0.957432, 3.491990], [2.041996, -0.129060, 4.441452], [1.091518, 0.226380, 5.544681], [1.371133, 0.028650, 6.897488], [0.346259, 0.232439, 7.825239], [-0.907774, 0.654254, 7.378261], [-1.090955, 0.897594, 6.018449], [-0.107646, 0.653116, 5.126273], [1.922341, -1.448912, 2.916606], [2.394484, 0.775730, 3.925821], [2.887943, -0.695319, 4.846307], [2.383467, -0.280192, 7.163286], [0.530735, 0.064085, 8.887209], [-1.740536, 0.805995, 8.063016], [-2.033831, 1.286437, 5.613682]], "atomic_forces_ev_per_a": [[-1.1, 2.3, 2.3], [-1.0, 4.3, 1.9], [-2.1, -2.7, 0.0], [2.8, 0.2, -1.5], [0.6, -1.1, -1.0], [3.6, 1.0, 2.3], [-0.4, -0.6, -0.3], [-1.9, -0.9, -0.3], [-0.4, -0.8, -1.5], [0.3, -1.0, -0.5], [0.3, -0.2, 0.0], [-0.1, -0.3, 0.1], [-0.1, -0.7, -0.5], [-0.5, 0.1, -0.5], [0.0, 0.2, -0.6], [0.0, 0.1, 0.1], [0.0, -0.3, -0.4], [0.0, 1.1, 0.9], [-1.8, -5.8, -0.6], [1.3, 0.6, -1.5], [-0.9, -0.6, 1.1], [-0.1, 0.4, -0.5], [0.5, 1.6, -0.1], [1.0, 0.4, 0.2], [-1.1, -0.7, 0.4], [0.0, 0.3, 0.2], [0.1, -0.2, 0.0], [0.2, 0.2, 0.1], [0.1, -0.6, 0.4], [2.2, 4.9, -1.6], [-2.5, 2.2, -0.9], [1.7, -0.7, 0.4], [-2.0, -1.0, 1.6], [1.2, -2.0, -0.4], [0.3, 0.2, 0.4], [0.3, -0.4, -0.4], [-0.6, -0.2, 0.4], [-0.1, 0.2, -0.4], [0.2, 0.1, -0.2], [-0.2, 0.2, -0.2], [0.9, -0.4, 0.2], [-0.4, 0.3, 0.6], [-0.2, 0.3, 0.2], [0.0, -0.2, 0.2], [-0.1, 0.2, -0.1], [-0.4, 0.0, 0.2], [-0.1, 0.0, -0.3], [0.3, 0.0, -0.1], [0.3, -0.2, 0.3]], "lowdin_charge": [0.233, -0.217, 0.120, 0.122, -0.264, 0.097, 0.066, 0.121, 0.014, 0.142, 0.143, 0.148, -0.035, 0.108, 0.093, 0.097, 2.072, -0.453, -0.459, -0.151, -0.472, 0.099, 0.072, -0.076, -0.057, 0.141, 0.141, 0.132, 0.128, -0.193, -0.019, 0.094, 0.044, 0.017, -0.223, -0.147, -0.271, 0.020, -0.013, -0.031, -0.139, -0.117, 0.114, 0.134, 0.136, 0.131, 0.128, 0.121, 0.108], "orbital_gap_ev": [3.75, 3.64], "energy_ev": -30895.296, "total_charge": 2, "e_homo_ev": [-11.4, -11.3], "multiplicity": 1}

---

(3)
{"formula": "C45H53BBrI2N6O15", "method": "ωB97M-V with the def2-TZVPD basis set", "elements": ["C", "C", "C", "I", "C", "O", "C", "C", "N", "C", "C", "C", "O", "O", "B", "C", "C", "O", "C", "C", "C", "I", "O", "C", "Br", "H", "H", "H", "H", "H", "H", "H", "H", "H", "H", "H", "H", "H", "H", "H", "H", "H", "H", "H", "H", "H", "H", "H", "H", "H", "H", "H", "H", "C", "C", "C", "C", "C", "C", "N", "O", "O", "H", "H", "H", "H", "H", "C", "C", "C", "C", "C", "C", "N", "O", "O", "H", "H", "H", "H", "H", "C", "C", "C", "C", "C", "C", "N", "O", "O", "H", "H", "H", "H", "H", "C", "C", "C", "C", "C", "C", "N", "O", "O", "H", "H", "H", "H", "H", "C", "C", "C", "C", "C", "C", "N", "O", "O", "H", "H", "H", "H", "H"], "coordinates": [[-1.628158, -5.290125, -2.883410], [-2.338380, -4.646680, -4.078800], [-3.589652, -3.880865, -3.617946], [-5.356449, -4.753329, -4.544121], [-3.468849, -2.347785, -3.701154], [-4.424202, -1.648945, -2.936848], [-5.768102, -1.632995, -3.406023], [-6.469590, -0.373455, -2.902799], [-7.398741, -0.663419, -1.797790], [-8.736049, -0.101736, -1.934959], [-9.787877, -1.166500, -2.232640], [-11.106298, -0.532379, -2.658598], [-9.300537, -2.046332, -3.245485], [-2.262441, -2.134927, -3.033287], [-1.350297, -1.220997, -3.709120], [0.083670, -1.895326, -4.261774], [0.736047, -2.886704, -3.371831], [0.695236, -2.869919, -2.152042], [-1.103711, 0.215523, -2.970116], [-0.482965, 0.131862, -1.563990], [1.035862, 0.133487, -1.518583], [1.896206, 2.046050, -1.944294], [-2.123725, -0.881628, -4.988389], [-3.259188, -1.595028, -5.068998], [-3.221439, -2.736540, -6.724410], [-1.559222, -4.586815, -2.057988], [-0.631271, -5.627426, -3.165440], [-2.179797, -6.178926, -2.570566], [-2.657422, -5.454770, -4.734653], [-1.669884, -4.026141, -4.663265], [-3.737628, -4.079653, -2.560215], [-5.841593, -1.711827, -4.491057], [-6.312226, -2.482079, -2.992943], [-5.730183, 0.370646, -2.605142], [-7.027405, 0.050662, -3.738088], [-7.001218, -0.254787, -0.966440], [-8.807169, 0.695862, -2.680271], [-9.014361, 0.353330, -0.979374], [-9.964824, -1.740912, -1.318571], [-11.618480, -0.118174, -1.788407], [-11.764960, -1.273091, -3.105693], [-10.944689, 0.273545, -3.372252], [-9.495520, -2.941511, -2.981548], [-0.137719, -2.401332, -5.206658], [0.793385, -1.098473, -4.494788], [1.323149, -3.694687, -3.862606], [-2.018919, 0.806961, -2.913097], [-0.419639, 0.788313, -3.605019], [-0.806492, 1.000092, -0.980097], [-0.838337, -0.749226, -1.024233], [1.473172, -0.544660, -2.243397], [1.394651, -0.181315, -0.542464], [-4.085435, -0.907451, -5.247942], [-7.144541, -0.015400, 4.556361], [-6.507097, 1.213576, 4.661563], [-6.263463, 1.969614, 3.526809], [-6.669118, 1.477611, 2.301038], [-7.301188, 0.254794, 2.173911], [-7.537769, -0.494748, 3.314319], [-6.421299, 2.283514, 1.093726], [-5.842639, 3.337784, 1.228848], [-6.813332, 1.838274, 0.035660], [-7.333917, -0.602419, 5.445206], [-6.197888, 1.584140, 5.628933], [-5.765160, 2.924546, 3.596448], [-7.602788, -0.113235, 1.204559], [-8.028643, -1.454301, 3.231873], [1.220394, -2.186253, 0.972148], [2.535847, -1.912554, 1.327574], [2.877696, -1.743177, 2.658446], [1.887077, -1.855240, 3.619095], [0.570606, -2.124845, 3.287768], [0.240955, -2.287108, 1.952657], [2.243891, -1.687439, 5.030933], [3.402817, -1.420024, 5.296282], [1.374135, -1.819994, 5.864028], [0.959877, -2.316936, -0.069936], [3.295281, -1.827321, 0.562152], [3.897664, -1.526698, 2.939785], [-0.184516, -2.202531, 4.055291], [-0.782598, -2.493250, 1.671584], [8.197038, 4.176763, -0.777748], [7.610025, 4.074320, -2.031597], [6.776103, 3.006310, -2.324836], [6.545628, 2.056340, -1.348930], [7.128109, 2.134123, -0.098222], [7.959303, 3.205109, 0.185433], [5.633533, 0.939850, -1.641730], [5.137233, 0.895828, -2.742212], [5.413123, 0.147129, -0.747672], [8.833676, 5.019504, -0.545582], [7.792364, 4.833143, -2.779742], [6.306493, 2.920875, -3.293192], [6.929258, 1.377159, 0.645327], [8.413979, 3.289288, 1.162536], [6.520180, -0.988023, 4.657904], [7.072939, -2.261563, 4.627474], [8.374172, -2.447145, 4.189466], [9.104573, -1.343767, 3.788884], [8.572791, -0.067870, 3.803795], [7.269976, 0.105124, 4.241668], [10.493112, -1.531371, 3.341784], [10.931817, -2.661823, 3.320635], [11.122391, -0.543813, 3.024617], [5.506438, -0.850380, 5.005696], [6.487153, -3.111867, 4.948288], [8.811499, -3.433604, 4.162366], [9.163301, 0.775976, 3.480650], [6.837765, 1.096044, 4.260023], [3.168120, 5.297722, 3.982994], [4.444375, 4.859019, 4.309734], [5.523408, 5.207210, 3.514557], [5.300966, 5.997093, 2.402339], [4.038702, 6.441346, 2.057323], [2.965941, 6.084667, 2.857411], [6.442682, 6.373036, 1.556211], [7.535326, 5.936992, 1.854528], [6.227021, 7.082447, 0.598158], [2.327694, 5.022677, 4.606032], [4.599519, 4.242661, 5.184224], [6.518954, 4.867539, 3.756614], [3.891721, 7.049148, 1.177607], [1.970942, 6.418951, 2.599794]], "atomic_forces_ev_per_a": [[-0.1, 0.0, -0.3], [-0.3, -0.6, 0.1], [-0.2, 0.1, -0.3], [-0.1, -0.2, 0.1], [1.6, 0.2, 0.2], [-0.4, 0.0, -0.3], [-0.2, 0.0, 0.4], [-0.2, -0.3, -0.2], [0.0, 0.6, 0.2], [0.0, -0.3, 0.4], [-0.1, -0.1, -0.2], [0.0, 0.0, 0.3], [0.0, 0.5, -0.2], [-0.3, -0.5, 0.2], [0.4, 1.1, -0.9], [-0.7, -0.6, 0.4], [0.1, 0.3, 0.5], [0.1, -0.1, -0.5], [0.4, -0.5, 0.4], [-0.1, 0.8, -0.1], [-0.2, -0.7, 0.0], [0.0, 0.1, 0.1], [-0.2, -0.3, 0.2], [0.1, 1.0, 0.5], [-0.1, -0.2, -0.3], [0.2, 0.0, 0.1], [0.1, 0.1, 0.1], [-0.1, 0.0, 0.2], [0.1, 0.1, -0.2], [0.0, 0.2, 0.1], [-0.2, 0.0, 0.0], [0.2, 0.1, -0.1], [0.0, 0.0, 0.0], [0.1, 0.0, 0.0], [-0.1, 0.1, 0.0], [0.1, -0.1, 0.0], [0.2, 0.0, -0.2], [-0.1, 0.1, 0.0], [0.1, -0.1, 0.1], [0.0, 0.1, 0.0], [0.0, -0.1, 0.0], [0.0, 0.0, -0.1], [0.1, -0.3, 0.0], [0.2, 0.0, -0.1], [0.1, 0.1, 0.0], [-0.1, -0.1, 0.0], [-0.2, -0.2, 0.0], [0.0, 0.1, -0.1], [-0.1, -0.1, 0.2], [0.0, -0.2, -0.1], [0.0, 0.1, -0.1], [0.2, 0.4, 0.0], [-0.3, -0.4, -0.3], [0.0, 0.0, 0.0], [0.0, -0.1, 0.0], [0.1, 0.1, 0.1], [0.0, -0.1, 0.1], [-0.1, -0.1, -0.1], [0.0, 0.0, 0.1], [0.0, -0.1, 0.0], [0.0, 0.2, 0.0], [-0.1, 0.0, -0.2], [0.0, 0.0, 0.0], [0.0, 0.0, 0.0], [0.0, 0.0, -0.1], [0.0, 0.1, 0.0], [0.0, 0.0, 0.0], [0.0, -0.1, 0.0], [-0.1, 0.0, 0.0], [0.1, 0.0, -0.1], [0.0, 0.0, -0.1], [-0.2, 0.0, 0.0], [0.1, 0.0, 0.0], [0.0, 0.0, -0.1], [0.1, 0.0, 0.1], [-0.1, 0.0, 0.1], [0.0, -0.1, 0.0], [0.0, 0.0, 0.0], [0.0, 0.0, 0.1], [0.1, 0.0, 0.1], [0.0, 0.0, 0.0], [0.0, 0.0, 0.0], [0.0, 0.0, 0.1], [0.0, 0.1, -0.2], [0.1, 0.1, 0.0], [0.1, 0.0, 0.2], [0.0, 0.0, -0.1], [-0.1, 0.1, 0.1], [0.1, -0.1, -0.2], [0.0, -0.2, 0.1], [0.0, 0.0, 0.0], [0.0, 0.0, 0.0], [-0.1, -0.1, 0.0], [-0.1, -0.1, -0.1], [0.0, 0.0, 0.0], [0.0, 0.1, 0.0], [0.0, 0.1, 0.0], [-0.1, -0.2, 0.0], [-0.1, 0.0, 0.0], [0.0, 0.2, 0.0], [0.0, -0.1, 0.0], [0.0, 0.0, 0.0], [0.0, -0.2, 0.0], [0.1, 0.1, 0.0], [0.0, 0.0, 0.0], [0.0, 0.0, 0.0], [0.1, 0.0, 0.0], [0.1, -0.1, 0.0], [0.0, 0.0, 0.0], [0.0, 0.0, 0.0], [-0.1, 0.0, 0.0], [0.1, -0.1, 0.1], [-0.1, 0.0, 0.1], [-0.1, 0.1, -0.1], [0.0, 0.0, 0.1], [-0.1, -0.1, -0.1], [0.2, 0.0, 0.2], [0.0, 0.1, -0.1], [0.0, 0.0, 0.0], [0.0, 0.0, 0.0], [0.0, 0.1, -0.1], [0.1, 0.0, 0.0], [0.0, 0.0, 0.0]], "lowdin_charge": [-0.096, -0.322, -0.577, 0.830, -0.536, -0.048, -0.247, -0.160, -0.043, -0.206, -0.431, -0.059, -0.031, 0.074, -0.774, -0.039, -0.271, 0.001, -0.096, -0.317, -0.648, 0.769, -0.042, -0.593, 0.607, 0.069, 0.068, 0.071, 0.056, 0.070, 0.086, 0.091, 0.062, 0.124, 0.114, 0.059, 0.117, 0.112, 0.135, 0.075, 0.074, 0.075, 0.085, 0.093, 0.113, 0.118, 0.099, 0.072, 0.084, 0.100, 0.027, 0.011, 0.095, -0.074, -0.068, -0.004, -0.138, 0.006, -0.061, -0.342, 0.091, 0.072, 0.105, 0.106, 0.119, 0.105, 0.109, -0.058, -0.046, 0.003, -0.156, -0.007, -0.044, -0.348, 0.037, 0.077, 0.076, 0.113, 0.108, 0.115, 0.114, -0.080, -0.062, 0.001, -0.146, -0.002, -0.074, -0.364, 0.030, 0.055, 0.105, 0.107, 0.121, 0.112, 0.102, -0.064, -0.053, -0.003, -0.151, -0.008, -0.061, -0.358, 0.074, 0.073, 0.077, 0.111, 0.118, 0.115, 0.103, -0.067, -0.066, -0.007, -0.147, 0.002, -0.059, -0.346, 0.059, 0.082, 0.108, 0.107, 0.116, 0.121, 0.110], "orbital_gap_ev": 6.02, "energy_ev": -174088.016, "total_charge": -1, "e_homo_ev": -5.4, "multiplicity": 1}